93
Properties=species:S:1:pos:R:3 method="wB97M-V/def2-TZVPD" e_above_lowest_kcal_mol=16.3 charge=-2 multiplicity=3 homo_energy_ha="-0.008 / -0.068" energy_ev=-117891.046
Ti -0.6355 -0.0571 -0.1722
C 1.8922 1.3710 -4.4089
C 3.1978 1.4779 -3.6286
C 3.2876 2.8399 -2.9367
C 3.3110 0.4053 -2.5888
C 4.4604 0.1211 -1.8303
C 4.0757 -0.9138 -1.0117
N 2.7915 -1.2059 -1.2867
N 2.3221 -0.4058 -2.2444
B 2.0823 -2.4583 -0.7771
N 0.7447 -2.6223 -1.5017
C 0.5189 -3.7662 -2.1670
C -0.5529 -3.5799 -2.9955
C -0.9404 -2.2449 -2.7873
N -0.1646 -1.6849 -1.8504
C -2.0264 -1.6702 -3.6556
C -1.9997 -0.1572 -3.8085
C -3.3887 -2.1654 -3.1577
N 1.9394 -2.4126 0.7433
C 2.7218 -3.0716 1.6163
C 2.4695 -2.5737 2.8722
C 1.4946 -1.5853 2.6690
N 1.1831 -1.5187 1.3808
C 0.9228 -0.6853 3.7136
C 1.9983 0.3059 4.1657
C 0.3797 -1.5062 4.8834
H 1.7426 2.2519 -5.0346
H 1.0717 1.3011 -3.6997
H 1.8793 0.4862 -5.0437
H 4.0515 1.3797 -4.3197
H 2.4574 2.9438 -2.2451
H 3.2407 3.6483 -3.6658
H 4.2125 2.9320 -2.3690
H 5.4224 0.5973 -1.8853
H 4.6098 -1.4600 -0.2567
H 2.7653 -3.4180 -1.0298
H 1.1395 -4.6255 -2.0126
H -1.0046 -4.2830 -3.6658
H -1.8541 -2.1167 -4.6509
H -2.3318 0.3142 -2.8878
H -2.6649 0.1475 -4.6164
H -0.9937 0.1879 -4.0356
H -3.5283 -1.8991 -2.1153
H -3.4604 -3.2497 -3.2444
H -4.1905 -1.7131 -3.7364
H 3.3977 -3.8452 1.3004
H 2.9198 -2.8740 3.7981
H 0.1049 -0.1156 3.2665
H 2.8524 -0.2149 4.6012
H 1.5905 0.9983 4.9006
H 2.3369 0.8722 3.3013
H 1.1917 -1.9979 5.4199
H -0.3036 -2.2664 4.5122
H -0.1674 -0.8702 5.5755
S 1.3437 1.1603 0.7129
C 1.1864 2.7832 0.1067
C 1.8464 3.8405 0.7311
C 1.7674 5.1309 0.2409
C 1.0304 5.3904 -0.9050
C 0.3653 4.3558 -1.5400
C 0.4240 3.0531 -1.0503
S -0.4706 1.7724 -1.8534
H 2.4249 3.6241 1.6172
H 2.2852 5.9354 0.7501
H 0.9687 6.4000 -1.2939
H -0.2182 4.5363 -2.4321
N -2.0917 3.1519 0.3783
C -2.0264 2.3729 1.4649
N -2.4241 2.9396 2.6113
C -2.5785 2.0804 3.6204
N -2.9240 2.6345 4.8450
N -2.4685 0.7764 3.5537
C -2.0104 0.2914 2.3718
N -1.6337 1.1002 1.3298
C -2.0060 -1.1036 2.1617
C -2.5909 -1.9674 3.1169
C -2.6630 -3.3054 2.8687
C -2.1251 -3.7890 1.6583
C -1.5713 -2.8894 0.7740
N -1.4831 -1.5795 0.9814
H -1.7764 2.7575 -0.5079
H -2.2024 4.1391 0.5130
H -3.3887 3.5235 4.7375
H -3.4104 1.9753 5.4331
H -2.9864 -1.5102 4.0092
H -3.1344 -3.9844 3.5664
H -2.1631 -4.8407 1.4142
H -1.1854 -3.2648 -0.1652
O -4.3434 0.6754 0.8941
Cl -4.1306 -0.1672 -0.2249
O -5.1153 0.1267 -1.2223
O -4.2512 -1.5351 0.1475
O -2.8373 0.0634 -0.8100

=====

83
Properties=species:S:1:pos:R:3 method="wB97M-V/def2-TZVPD" charge=+1 multiplicity=2 homo_energy_ha="-0.354 / -0.354" energy_ev=-148905.100
Ce -0.3373 0.0804 -0.1387
C -1.1353 1.3826 2.8547
N -1.2849 1.9933 1.5181
C -0.4417 3.1925 1.3719
C 1.0576 2.9011 1.3171
N 1.4606 2.1942 0.0816
C 2.8245 1.6726 0.2721
C 1.4428 3.1375 -1.0432
C 2.3998 4.1428 -1.1075
C 2.4388 5.0468 -2.1508
C 1.4900 4.9578 -3.1599
C 0.5214 3.9835 -3.1038
C 0.4720 3.0546 -2.0545
S -0.8316 1.8976 -2.0973
C -2.6972 2.3457 1.3549
C -3.2208 3.5109 1.9005
C -4.5666 3.8112 1.8105
C -5.4195 2.9436 1.1486
C -4.9178 1.7808 0.6070
C -3.5654 1.4493 0.7157
S -3.0662 -0.1125 0.1198
H -1.1735 2.1459 3.6458
H -0.1935 0.8272 2.9238
H -1.9660 0.6900 3.0148
H -0.5968 3.8909 2.2071
H -0.7447 3.6973 0.4476
H 1.3628 2.2946 2.1755
H 1.5742 3.8728 1.3787
H 3.4851 2.3844 0.7818
H 3.2682 1.4530 -0.6968
H 2.7921 0.7599 0.8721
H 3.1342 4.2344 -0.3206
H 3.1962 5.8158 -2.1718
H 1.5019 5.6579 -3.9804
H -0.2343 3.9110 -3.8691
H -2.5813 4.2077 2.4208
H -4.9463 4.7128 2.2641
H -6.4724 3.1646 1.0711
H -5.5642 1.0838 0.0964
C -0.0392 -2.2543 -2.9091
C 0.6079 -0.9251 -3.2961
N 1.4068 -0.3772 -2.1870
C 2.6401 -1.1252 -1.9448
C 2.5215 -2.1446 -0.8298
C 3.4847 -3.1434 -0.7200
C 3.3650 -4.0941 0.2801
C 2.2553 -4.0390 1.1101
C 1.3433 -3.0036 0.9474
C 0.1287 -2.9210 1.8410
N -0.9910 -2.2439 1.1894
C -1.7839 -3.1377 0.3252
C -1.1509 -3.3629 -1.0490
N -0.8612 -2.0886 -1.7089
N 1.4981 -2.0472 0.0226
H 0.7437 -2.9836 -2.6801
H -0.6145 -2.6327 -3.7649
H -0.1700 -0.1893 -3.5324
H 1.2282 -1.0772 -4.1894
H 1.6366 0.5819 -2.4546
H 3.4438 -0.4339 -1.6737
H 2.9645 -1.6511 -2.8546
H 4.3177 -3.1707 -1.4042
H 4.1048 -4.8705 0.3975
H 2.1087 -4.7810 1.8785
H 0.4055 -2.3607 2.7417
H -0.1474 -3.9415 2.1484
H -1.6407 -1.9118 1.9039
H -2.7609 -2.6681 0.1866
H -1.9317 -4.1188 0.7984
H -1.8373 -3.9867 -1.6407
H -0.2124 -3.9163 -0.9449
H -1.7556 -1.6590 -1.9781
Br 5.4780 -2.1431 3.3070
C 4.1175 -0.9072 3.7878
C 4.2284 -0.1318 4.9339
C 3.1815 0.7234 5.2366
C 2.0882 0.7651 4.3840
N 1.9946 0.0380 3.2738
C 2.9916 -0.7820 2.9855
H 5.0976 -0.2062 5.5681
H 3.2114 1.3441 6.1179
H 1.2468 1.4077 4.6027
H 2.8932 -1.3692 2.0809

=====

90
Properties=species:S:1:pos:R:3 method="wB97M-V/def2-TZVPD" e_above_lowest_kcal_mol=8.9 charge=+1 homo_energy_ha="-0.332 / -0.332" energy_ev=-147392.205
W -0.3179 0.2724 -0.2201
N 0.0399 3.4469 1.1978
C -0.8130 2.6653 1.8736
N -0.9951 1.3897 1.5837
C -1.8869 0.7955 2.4742
C -2.3887 1.6187 3.4139
S -1.7332 3.2090 3.2236
C -2.0758 -0.6359 2.2682
C -2.7997 -1.5314 2.9672
S -2.5245 -3.1170 2.3429
C -1.4318 -2.4727 1.1734
N -1.2993 -1.1593 1.2439
N -0.7603 -3.2440 0.3024
H 0.3432 3.0855 0.2996
H 0.0392 4.4423 1.3396
H -3.0823 1.3938 4.2049
H -3.4482 -1.3617 3.8088
H -1.0251 -4.2129 0.2385
H -0.5307 -2.7802 -0.5749
O 6.1046 0.0550 2.7561
C 4.9424 0.0063 3.5548
C 3.7358 -0.0067 2.6642
C 2.4503 -0.1802 3.2061
C 1.3529 -0.1710 2.3976
N 1.4225 0.0061 1.0446
C 2.6687 0.1281 0.5210
C 3.8278 0.1421 1.3066
C 2.6601 0.2561 -0.9048
C 3.8009 0.3094 -1.7113
C 3.6872 0.3814 -3.0779
C 4.9014 0.3873 -3.9744
O 5.5409 -0.8756 -4.0266
C 2.3871 0.3983 -3.6044
C 1.2992 0.3629 -2.7792
N 1.4033 0.3108 -1.4196
H 6.8798 0.0586 3.3248
H 4.8801 0.8783 4.2177
H 4.9256 -0.8900 4.1863
H 2.3083 -0.3394 4.2674
H 0.3731 -0.3214 2.8170
H 4.7961 0.2681 0.8488
H 4.7766 0.2820 -1.2447
H 5.5957 1.1735 -3.6586
H 4.5961 0.6071 -4.9966
H 5.9692 -1.0564 -3.1839
H 2.2268 0.4306 -4.6742
H 0.2955 0.3737 -3.1621
C -1.1737 2.8736 -4.2255
Ge -1.1087 3.3219 -2.3218
C -2.7497 4.2326 -1.7921
C 0.4578 4.4536 -2.0055
C -0.9442 1.6916 -1.2390
H -1.0328 3.7852 -4.8073
H -2.1401 2.4492 -4.4971
H -0.3893 2.1733 -4.5097
H -2.8708 5.1569 -2.3567
H -2.7360 4.4802 -0.7299
H -3.6175 3.6016 -1.9834
H 0.5388 5.1741 -2.8196
H 1.3839 3.8766 -1.9831
H 0.3705 5.0225 -1.0798
H -1.9762 1.2244 -1.0098
C -0.0488 -8.2530 -3.7419
C -1.0641 -7.1834 -4.0253
C -1.0442 -6.4690 -5.2164
C -1.9996 -5.4979 -5.4875
C -2.9887 -5.2390 -4.5553
C -3.0299 -5.9428 -3.3563
C -2.0720 -6.9041 -3.0988
S -4.1985 -3.9847 -4.8629
O -5.4406 -4.4338 -4.3124
O -4.0536 -3.5765 -6.2283
N -3.7517 -2.7007 -3.9447
C -2.4871 -2.0414 -4.2402
C -2.3517 -0.8037 -3.3473
C -2.0192 -1.2672 -1.9467
O -2.8841 -1.6909 -1.2037
O -0.7294 -1.2539 -1.6188
H 0.7251 -8.2780 -4.5071
H -0.5230 -9.2354 -3.7109
H 0.4320 -8.0931 -2.7758
H -0.2778 -6.6797 -5.9519
H -1.9915 -4.9540 -6.4222
H -3.8291 -5.7576 -2.6497
H -2.1153 -7.4677 -2.1740
H -3.9235 -2.8627 -2.9574
H -2.4936 -1.7605 -5.2920
H -1.6305 -2.7104 -4.0766
H -3.3111 -0.2863 -3.3248
H -1.5892 -0.1343 -3.7380

=====

84
Properties=species:S:1:pos:R:3 method="wB97M-V/def2-TZVPD" charge=+1 homo_energy_ha=-0.403 energy_ev=-84999.778
C -0.5190 -6.1178 -0.5328
C 0.1218 -5.2309 -1.0231
C 0.7066 -4.0443 -1.6649
C 0.3443 -2.7652 -0.8807
O -1.0216 -2.4921 -0.9938
C -1.7676 -2.6353 0.2216
C -3.2047 -2.1137 0.0092
C -3.4133 -1.3497 -1.2907
O -4.0546 -3.2792 -0.0217
C 1.2838 -1.6485 -1.3704
C 1.2295 -0.3505 -0.6038
Cl -0.2625 0.2866 0.0604
C 2.3261 0.3870 -0.4092
C 2.3692 1.7266 0.2791
Cl 3.8842 -0.1688 -0.9786
C 1.1518 -1.4717 -2.9216
C 0.5417 -0.1084 -3.3705
C 1.5539 1.0424 -3.5468
N 1.0426 2.2344 -2.8804
C 0.2638 -2.5141 -3.6136
N 0.3725 -3.9293 -3.1307
C -0.8230 -4.7396 -3.5081
C -1.2295 -4.4041 -4.9519
O -0.4376 -4.4931 -5.8297
Cl -2.8813 -3.9168 -5.2682
H -1.0957 -6.8510 -0.0193
H 1.7924 -4.1397 -1.5946
H 0.5918 -3.0074 0.1577
H -1.2787 -2.1063 1.0413
H -1.8547 -3.6969 0.4555
H -3.5018 -1.5256 0.8792
H -3.2809 -1.9850 -2.1687
H -4.4458 -0.9893 -1.3040
H -2.7747 -0.4766 -1.4039
H -4.6055 -3.2117 -0.8031
H 2.2842 -2.0324 -1.1697
H 2.5279 1.6346 1.3536
H 3.2545 2.2341 -0.1064
H 1.5187 2.3474 0.0215
H 2.1523 -1.5054 -3.3593
H -0.3026 0.1715 -2.7420
H 0.1145 -0.3042 -4.3605
H 2.5685 0.7522 -3.2552
H 1.6007 1.2845 -4.6115
H 0.6921 2.0344 -1.9585
H 1.6981 3.0034 -2.8649
H -0.7782 -2.2164 -3.4684
H 0.4616 -2.4622 -4.6799
H 1.1461 -4.3616 -3.6383
H -1.6574 -4.5222 -2.8473
H -0.5799 -5.7976 -3.5227
N 2.6906 5.1817 -1.6033
C 2.6619 5.1960 -0.2695
C 2.3281 6.3089 0.4844
C 2.0088 7.4801 -0.1836
C 2.0344 7.4873 -1.5691
C 2.3779 6.3173 -2.2283
H 2.9297 4.2646 0.2085
H 2.3209 6.2577 1.5645
H 1.7442 8.3738 0.3667
H 1.7928 8.3802 -2.1284
H 2.4068 6.2794 -3.3115
N -4.4976 -0.9817 3.0571
C -5.3001 0.0457 3.3383
C -6.1631 0.0737 4.4218
C -6.2001 -1.0275 5.2613
C -5.3756 -2.1058 4.9847
C -4.5471 -2.0321 3.8768
H -5.2424 0.8855 2.6546
H -6.7897 0.9361 4.6015
H -6.8616 -1.0455 6.1177
H -5.3744 -2.9855 5.6131
H -3.8853 -2.8538 3.6247
N 3.5198 2.8820 3.4567
C 2.5163 3.0229 4.3241
C 2.6522 2.8536 5.6926
C 3.8994 2.5153 6.1920
C 4.9541 2.3626 5.3071
C 4.7129 2.5573 3.9564
H 1.5569 3.2860 3.8912
H 1.8028 2.9842 6.3485
H 4.0473 2.3738 7.2548
H 5.9433 2.0997 5.6550
H 5.5113 2.4522 3.2301

=====

83
Properties=species:S:1:pos:R:3 method="wB97M-V/def2-TZVPD" e_above_lowest_kcal_mol=5.1 charge=0 multiplicity=2 homo_energy_ha="-0.242 / -0.242" energy_ev=-112178.231
Cs -0.1523 -0.8262 0.9205
C 2.5856 -2.8354 6.9880
C 1.1666 -3.1931 6.5670
N 1.0314 -3.5010 5.1551
C 1.0589 -2.5438 4.1714
S 1.2700 -3.1427 2.5517
N 0.9833 -1.3091 4.6359
N 0.6689 -0.3136 3.7487
C 1.0752 0.8514 4.1117
C 1.9614 1.0949 5.2980
C 0.5993 2.0331 3.3313
C 0.5354 3.2874 3.9408
C 0.0965 4.3810 3.2164
C -0.2688 4.2096 1.8910
C -0.1845 2.9293 1.3689
N 0.2247 1.8652 2.0562
H 2.6344 -2.6567 8.0648
H 2.9141 -1.9348 6.4702
H 3.2803 -3.6427 6.7461
H 0.4925 -2.3696 6.7938
H 0.8157 -4.0668 7.1211
H 1.3690 -4.3946 4.8366
H 2.6037 0.2311 5.4458
H 1.3855 1.2209 6.2207
H 2.5719 1.9870 5.1534
H 0.8221 3.3955 4.9773
H 0.0412 5.3569 3.6829
H -0.5996 5.0340 1.2744
H -0.4508 2.7539 0.3348
N 2.0063 -1.6647 -1.4419
C 1.8061 -3.1084 -1.2047
C 0.4798 -3.5676 -1.7864
N -0.6346 -2.9561 -1.0683
C -1.9563 -3.4581 -1.4157
C -2.9909 -2.9897 -0.4079
N -3.0981 -1.5192 -0.4233
H 2.0955 -1.4918 -2.4381
H 2.8746 -1.3692 -1.0093
H 1.8007 -3.2714 -0.1259
H 2.6051 -3.7270 -1.6276
H 0.4013 -4.6509 -1.6736
H 0.4595 -3.3513 -2.8661
H -0.6104 -1.9564 -1.2352
H -1.9219 -4.5495 -1.4057
H -2.2800 -3.1651 -2.4290
H -2.6632 -3.2950 0.5877
H -3.9448 -3.4880 -0.6137
H -3.7789 -1.2086 0.2599
H -3.4366 -1.2006 -1.3264
C 2.4101 4.5567 -1.5017
C 2.8618 3.2750 -1.2148
C 2.0166 2.1884 -1.3954
C 0.7147 2.3704 -1.8685
C 0.2697 3.6629 -2.1482
C 1.1174 4.7498 -1.9699
Ge -0.4635 0.8465 -2.0846
C 0.0828 -0.1426 -3.6669
C 1.2527 0.1775 -4.3591
C 1.6400 -0.5591 -5.4728
C 0.8650 -1.6256 -5.9095
C -0.3014 -1.9542 -5.2313
C -0.6833 -1.2201 -4.1166
C -2.2853 1.4752 -2.3714
C -3.0109 2.0207 -1.3063
C -4.3042 2.4905 -1.4905
C -4.8982 2.4119 -2.7438
C -4.1954 1.8661 -3.8075
C -2.8988 1.3976 -3.6233
H 3.0654 5.4061 -1.3568
H 3.8664 3.1229 -0.8414
H 2.3689 1.1925 -1.1483
H -0.7402 3.8255 -2.5075
H 0.7657 5.7490 -2.1954
H 1.8654 1.0114 -4.0360
H 2.5474 -0.2967 -6.0024
H 1.1690 -2.1987 -6.7760
H -0.9096 -2.7856 -5.5655
H -1.5927 -1.4939 -3.5923
H -2.5704 2.0791 -0.3167
H -4.8489 2.9140 -0.6560
H -5.9070 2.7764 -2.8901
H -4.6528 1.8080 -4.7874
H -2.3607 0.9898 -4.4694